[1]
{
  "formula": "C25H40N7O3ReS2",
  "method": "ωB97M-V with the def2-TZVPD basis set",
  "multiplicity": 2,
  "total_charge": 3,
  "gap_ev": [5.53, 5.65],
  "e_above_lowest_kcal_mol": 2.5,
  "lumo_energy_ev": [-10.23, -10.11],
  "e_homo_ev": [-15.76, -15.76],
  "symbols": ["Re", "N", "C", "C", "C", "C", "C", "C", "S", "O", "O", "N", "C", "N", "C", "C", "C", "N", "H", "H", "H", "H", "H", "H", "H", "H", "H", "C", "C", "C", "C", "N", "C", "S", "N", "C", "C", "C", "C", "H", "H", "H", "H", "H", "H", "H", "H", "H", "H", "H", "H", "H", "H", "H", "H", "H", "H", "H", "H", "O", "C", "C", "C", "C", "C", "C", "N", "H", "H", "H", "H", "H", "H", "H", "H", "H", "H", "H"],
  "coordinates": [[-0.9941, 0.5374, 0.1642], [-0.0681, -4.7601, 6.0747], [-0.3722, -3.7092, 5.3149], [0.2553, -3.5280, 4.0507], [-0.0433, -2.4462, 3.2786], [-0.9824, -1.4993, 3.7412], [-1.6155, -1.6638, 4.9945], [-1.3167, -2.7500, 5.7600], [-1.3865, -0.1472, 2.8414], [-1.9185, 0.9183, 3.6078], [-0.1493, 0.2742, 1.9672], [-2.3377, -0.4102, 1.4947], [-2.1875, -1.6703, 0.8879], [-2.7491, -2.7898, 1.2513], [-2.5110, -3.8319, 0.4515], [-1.7292, -3.7421, -0.7036], [-1.1435, -2.5315, -0.9920], [-1.3622, -1.4971, -0.1639], [0.6171, -5.4381, 5.7876], [-0.4887, -4.8894, 6.9798], [0.9967, -4.2444, 3.7223], [0.4740, -2.2967, 2.3385], [-2.3224, -0.9256, 5.3476], [-1.7899, -2.8773, 6.7245], [-2.9812, -4.7675, 0.7311], [-1.5837, -4.5981, -1.3460], [-0.5084, -2.3675, -1.8525], [-2.2493, 0.7162, -2.4637], [-2.0717, 1.9972, -3.2598], [-0.8802, 2.0268, -4.2105], [0.4839, 1.9318, -3.5292], [0.9672, 0.5474, -3.3719], [1.3234, -0.0928, -2.2793], [1.1324, 0.5871, -0.6306], [1.8983, -1.2807, -2.3388], [2.3393, -1.9501, -3.5819], [3.6242, -1.3604, -4.1553], [4.0331, -2.0707, -5.4445], [5.3232, -1.5025, -6.0207], [-3.1283, 0.7380, -1.8209], [-1.3125, 0.5354, -1.8656], [-2.3019, -0.1754, -3.0910], [-1.9784, 2.8450, -2.5765], [-2.9879, 2.1613, -3.8313], [-0.9049, 2.9797, -4.7405], [-0.9667, 1.2568, -4.9826], [0.4835, 2.4090, -2.5497], [1.2359, 2.4418, -4.1313], [1.2015, 0.0895, -4.2450], [2.2619, -1.6385, -1.4667], [1.5185, -1.9155, -4.3049], [2.4773, -3.0009, -3.3315], [4.4194, -1.4510, -3.4109], [3.5011, -0.2891, -4.3488], [3.2267, -1.9846, -6.1796], [4.1548, -3.1383, -5.2424], [5.2187, -0.4423, -6.2568], [5.5973, -2.0207, -6.9375], [6.1497, -1.6116, -5.3175], [-1.8895, 2.2618, 0.0968], [-2.1800, 3.4166, 0.6331], [-2.0947, 3.6912, 2.0727], [-3.5574, 3.3262, 2.5343], [-4.7364, 3.9200, 1.7396], [-4.9873, 3.3040, 0.3437], [-4.0949, 3.8802, -0.7676], [-2.8110, 4.2863, -0.1224], [-1.9127, 4.7530, 2.2445], [-1.3530, 3.0975, 2.5984], [-3.6161, 3.6490, 3.5737], [-3.6513, 2.2416, 2.5403], [-4.6633, 5.0112, 1.6780], [-5.6250, 3.7341, 2.3423], [-6.0272, 3.4582, 0.0563], [-4.8439, 2.2207, 0.4118], [-4.5097, 4.7854, -1.2032], [-3.9076, 3.1774, -1.5731], [-2.8908, 5.1935, 0.3200]],
  "forces_ev_per_a": [[-0.03, 0.17, -0.22], [-0.01, 0.01, -0.03], [0.01, -0.03, 0.03], [0.01, 0.00, -0.01], [-0.02, 0.00, 0.03], [0.00, 0.00, -0.03], [0.02, -0.02, -0.03], [-0.01, 0.02, 0.00], [0.39, -0.05, -0.08], [-0.22, 0.07, 0.05], [-0.25, -0.03, 0.09], [0.08, -0.11, -0.26], [-0.09, 0.06, 0.15], [-0.01, 0.01, 0.03], [-0.07, 0.02, -0.02], [0.03, 0.02, -0.01], [-0.01, -0.07, -0.04], [0.04, -0.06, 0.07], [0.01, -0.01, 0.00], [-0.01, 0.00, 0.02], [0.00, 0.00, 0.00], [-0.01, 0.01, 0.00], [0.00, 0.00, 0.00], [0.00, 0.00, 0.00], [0.02, 0.00, 0.01], [0.00, 0.00, 0.01], [-0.01, 0.00, 0.02], [0.03, -0.14, 0.19], [-0.02, 0.07, -0.01], [0.03, 0.02, -0.01], [0.05, 0.08, 0.02], [-0.08, -0.08, 0.08], [0.02, 0.01, -0.05], [0.01, 0.05, -0.04], [0.04, 0.00, 0.00], [0.01, 0.00, 0.00], [-0.01, 0.00, 0.00], [-0.01, 0.00, 0.01], [0.01, 0.00, -0.01], [-0.04, 0.00, -0.04], [0.00, 0.00, -0.02], [-0.05, -0.01, -0.01], [-0.02, 0.00, 0.04], [0.02, 0.00, -0.02], [0.00, -0.02, -0.02], [-0.01, -0.01, 0.02], [-0.01, -0.02, 0.00], [0.00, 0.01, 0.02], [0.02, 0.00, -0.02], [-0.02, -0.01, 0.00], [0.00, 0.00, 0.00], [0.01, 0.00, 0.01], [0.00, 0.00, 0.00], [0.01, 0.00, 0.00], [0.00, 0.00, 0.00], [0.00, 0.00, 0.00], [0.00, 0.00, 0.00], [0.00, 0.00, 0.00], [0.00, 0.00, 0.00], [0.00, 0.07, 0.13], [0.12, -0.02, -0.12], [-0.03, 0.01, 0.00], [0.02, 0.01, 0.04], [0.02, 0.00, -0.01], [-0.02, 0.02, -0.01], [-0.03, -0.03, 0.01], [0.03, 0.01, 0.00], [0.00, 0.00, 0.01], [-0.01, -0.01, 0.00], [-0.01, 0.01, -0.01], [0.01, -0.06, 0.01], [-0.01, 0.00, 0.01], [0.00, 0.00, 0.00], [0.00, -0.01, 0.01], [0.01, 0.00, -0.01], [0.01, 0.01, 0.01], [0.01, -0.02, 0.00], [-0.02, 0.01, 0.03]],
  "mulliken_spin": [0.817, -0.001, 0.000, -0.001, -0.001, -0.002, -0.001, 0.000, 0.028, 0.003, 0.036, -0.016, 0.027, -0.008, 0.016, -0.003, 0.014, -0.011, 0.000, 0.000, 0.000, 0.001, 0.000, 0.000, 0.000, 0.000, 0.001, -0.014, -0.006, 0.002, -0.003, 0.001, 0.004, -0.016, -0.002, 0.000, 0.000, 0.000, 0.000, 0.000, 0.016, 0.001, 0.001, 0.000, 0.000, 0.000, 0.001, 0.000, 0.000, 0.000, 0.000, 0.000, 0.000, 0.000, 0.000, 0.000, 0.000, 0.000, 0.000, 0.104, 0.007, 0.002, 0.002, 0.000, 0.001, 0.001, 0.005, -0.001, -0.001, 0.000, -0.001, 0.000, 0.000, 0.000, 0.000, 0.000, -0.001, 0.000]
}

[2]
{
  "formula": "C2HO2S2",
  "method": "ωB97M-V with the def2-TZVPD basis set",
  "multiplicity": 1,
  "total_charge": -1,
  "gap_ev": 7.78,
  "e_above_lowest_kcal_mol": 24.5,
  "smiles": "O=C([O-])C(=S)S",
  "lumo_energy_ev": 3.37,
  "e_homo_ev": -4.41,
  "symbols": ["C", "C", "O", "O", "S", "S", "H"],
  "coordinates": [[-1.0258, -0.1630, -0.0984], [0.1139, 0.8358, 0.1896], [-1.5812, -0.3925, -1.1587], [-1.1289, -0.6415, 1.0688], [0.3373, 2.1685, 0.9895], [1.7969, -0.4755, 0.0709], [1.4878, -1.3317, -1.0617]],
  "forces_ev_per_a": [[-0.22, -0.14, 1.63], [1.46, -2.93, -0.55], [0.23, 0.28, -0.24], [-0.41, 0.13, -1.03], [0.08, 1.02, 0.12], [-1.27, 0.20, -1.64], [0.13, 1.43, 1.72]],
  "nbo_charge": [0.686, -0.187, -0.693, -0.676, 0.010, -0.277, 0.137]
}